# 1
59
Properties=species:S:1:pos:R:3:forces:R:3 method="wB97M-V/def2-TZVPD" multiplicity=5 total_charge=+1 lumo_ev="-2.61 / -5.69" homo_lumo_gap_ev="7.880 / 5.350" e_homo_ev="-10.49 / -11.04" s_squared=6.06
Ir 0.4994 1.1518 -0.3928 0.4 0.8 -0.4
C -0.1153 4.4984 -1.4740 0.0 0.0 -0.1
N 0.2778 3.7547 -0.2823 0.0 -0.2 0.1
C -0.7373 3.8348 0.7641 -0.1 -0.3 -0.1
C -1.9506 2.9720 0.4325 0.2 0.7 0.2
N -1.5745 1.6860 -0.1205 1.4 -0.2 0.4
C -2.5691 0.8573 -0.4993 -1.1 -0.9 -0.4
C -2.3135 -0.1838 -1.4288 0.6 0.0 -0.1
F -1.0693 -0.2427 -1.9864 -1.0 0.1 0.0
C -3.2417 -1.1256 -1.8268 0.2 -0.1 -0.1
F -2.8808 -2.0745 -2.6933 -0.2 0.3 0.2
C -4.5427 -1.0798 -1.3284 0.0 0.0 0.0
F -5.4363 -1.9968 -1.6753 0.4 0.4 0.1
C -4.8728 -0.0375 -0.4627 0.0 -0.1 0.0
F -6.1098 0.0640 0.0070 0.2 -0.1 -0.1
C -3.9252 0.8929 -0.0626 0.0 0.1 0.1
F -4.3537 1.8217 0.8026 0.1 -0.3 -0.2
C 1.5993 4.1665 0.1835 0.5 -0.2 -0.1
C 2.6812 3.3431 -0.5168 -0.3 0.6 0.0
N 2.4524 1.9503 -0.2028 -2.1 0.0 0.3
C 3.5079 1.1120 -0.1616 1.3 -1.2 0.0
C 3.4590 -0.0153 0.6850 -0.5 0.3 0.1
F 2.3943 -0.1221 1.5328 0.9 0.1 -0.1
C 4.3934 -1.0282 0.6731 0.1 -0.1 0.0
F 4.1682 -2.1164 1.4082 0.3 0.2 -0.1
C 5.5271 -0.9101 -0.1320 -0.3 0.2 0.0
F 6.4291 -1.8802 -0.1882 -0.1 0.2 0.1
C 5.6820 0.2451 -0.9039 -0.1 -0.1 0.2
F 6.7611 0.3864 -1.6627 -0.1 0.0 0.0
C 4.7026 1.2257 -0.9189 -0.4 -0.1 0.1
F 4.8652 2.2766 -1.7306 0.1 -0.2 0.0
H -0.2966 5.5520 -1.2314 0.0 0.0 0.0
H -1.0239 4.0853 -1.9027 -0.1 -0.1 -0.1
H 0.6712 4.4463 -2.2226 0.0 0.0 0.0
H -1.0833 4.8673 0.9100 0.0 0.0 0.1
H -0.2929 3.4826 1.6971 0.0 0.0 -0.1
H -2.5860 3.4898 -0.2940 -0.1 -0.1 0.0
H -2.5291 2.8686 1.3548 0.0 -0.1 -0.2
H 1.6732 3.9654 1.2539 0.0 0.1 -0.1
H 1.7755 5.2348 0.0158 -0.1 0.0 0.0
H 3.6640 3.6689 -0.1600 -0.1 -0.1 -0.1
H 2.6434 3.5059 -1.6013 0.1 0.1 0.1
C -0.5746 -1.9977 1.5077 -0.1 0.3 0.1
Te 0.8685 -1.7378 -0.0686 -0.3 -0.4 0.2
C -0.3073 -3.3236 -0.9539 -0.1 0.2 -0.4
C -0.7919 -4.1108 0.2246 0.0 0.1 0.5
C -1.0812 -5.4644 0.1390 0.0 0.0 0.0
C -1.5524 -6.1484 1.2466 0.0 0.1 0.1
C -1.7317 -5.4805 2.4490 0.0 0.0 0.0
C -1.4174 -4.1352 2.5528 0.0 0.0 -0.1
C -0.9457 -3.4465 1.4465 0.1 -0.3 -0.3
H -1.4415 -1.3681 1.2839 0.2 0.1 0.0
H -0.1709 -1.7041 2.4740 0.1 0.0 -0.1
H 0.2839 -3.9336 -1.6361 0.2 0.2 0.1
H -1.1410 -2.9173 -1.5225 0.1 0.1 0.0
H -0.9302 -5.9885 -0.7905 0.0 -0.1 -0.2
H -1.7681 -7.2033 1.1798 0.0 -0.1 0.0
H -2.0944 -6.0090 3.3156 0.0 -0.1 0.1
H -1.5275 -3.6225 3.4973 0.0 0.0 0.1

# 2
21
Properties=species:S:1:pos:R:3:forces:R:3 method="wB97M-V/def2-TZVPD" total_charge=+1 lumo_ev="-4.97 / -6.20" homo_lumo_gap_ev="9.120 / 7.349" e_homo_ev="-14.09 / -13.54" e_above_lowest_kcal_mol=144.2
C 1.3376 0.1931 -0.7845 -0.9 -1.8 -0.8
C -0.8268 0.8469 -0.1542 -1.2 0.8 -1.8
C -0.8531 -0.3949 0.6909 1.3 -0.8 0.1
C -0.2350 -0.2695 2.0868 4.2 -3.6 -3.4
C 0.4640 2.3152 -1.6041 -1.5 0.0 -1.4
C 0.2836 -2.6490 0.0957 0.1 0.9 0.7
N 0.4268 1.0258 -0.9051 -0.5 1.0 1.4
N -0.4670 -1.4603 -0.1925 0.9 1.5 0.0
H 2.0991 0.1930 -1.5381 1.1 -0.1 0.1
H -1.5493 0.8256 -1.0204 0.2 -0.5 1.0
H -1.0911 1.7645 0.3617 0.3 0.0 0.4
H -1.9024 -0.4939 0.7582 -1.7 -0.6 0.5
H 0.9416 -0.1453 1.9066 -2.5 0.4 0.9
H -0.3424 -1.2017 2.6483 0.0 0.0 -0.2
H -0.7805 0.4006 2.5722 -1.5 3.5 2.4
H 0.0189 2.9911 -0.8907 0.2 0.6 0.0
H 1.4963 2.5888 -1.8065 -0.3 0.0 -0.4
H -0.2912 2.2869 -2.5077 1.9 0.0 1.5
H 0.8333 -2.5942 -0.8556 0.6 -1.3 0.7
H -0.4116 -3.4818 0.0664 -0.2 -0.3 -0.3
H 0.8492 -2.7410 1.0724 -0.3 0.5 -1.2

# 3
16
Properties=species:S:1:pos:R:3:forces:R:3 method="wB97M-V/def2-TZVPD" lumo_ev=-0.43 homo_lumo_gap_ev=8.571 e_homo_ev=-9.01 e_above_lowest_kcal_mol=60.3
C -2.3049 -0.9916 1.6362 -0.2 -0.5 1.6
C 2.4001 0.3751 -0.0795 -0.8 -1.5 1.9
C 1.6744 -0.5569 0.7248 0.7 -1.0 1.4
C 1.4685 0.9822 -0.7963 0.8 2.6 -2.3
C 0.3780 -0.4136 0.3967 -3.9 -1.3 0.3
C -1.0237 0.8939 -1.0837 -1.2 0.6 0.6
C -1.5447 -1.3968 0.4707 4.0 2.4 -0.7
N -2.9022 -0.7408 2.6066 1.0 -0.3 -1.8
N 0.2293 0.5678 -0.5292 -0.4 -1.5 0.3
S -2.1189 -0.6180 -1.0617 0.5 0.3 0.2
H 3.3955 0.6686 0.0208 1.4 0.1 -0.1
H 2.0411 -1.2024 1.5122 0.1 0.0 -0.3
H 1.7328 1.7580 -1.4745 -0.6 0.6 -0.6
H -1.4266 1.8025 -0.6080 -0.4 -0.7 0.6
H -0.9751 1.2443 -2.0818 0.4 -0.3 -1.4
H -1.0236 -2.3722 0.3465 -1.3 0.6 0.4